Formula: C7H12N2O5
Source: the OMol25 dataset
Level of theory: ωB97M-V with the def2-TZVPD basis set

The geometry in XYZ format:
```
26
Properties=species:S:1:pos:R:3
C 3.38 -0.10 -0.73
C 1.88 -0.22 -0.80
N 1.37 0.71 -1.82
C 1.16 0.04 0.59
O 1.76 0.04 1.65
N -0.10 0.28 0.28
C -1.01 -0.40 1.10
C -2.18 0.59 1.43
C -2.23 1.74 0.49
O -2.29 2.86 0.79
O -2.13 1.60 -0.85
C -1.51 -1.60 0.31
O -0.99 -2.16 -0.65
O -2.58 -2.19 0.98
H 3.71 0.90 -0.34
H 3.81 -1.08 -0.16
H 3.71 -0.22 -1.71
H 1.52 -1.30 -1.04
H 1.98 1.56 -1.81
H 1.37 0.34 -2.70
H -0.05 0.78 -0.60
H -0.66 -0.70 2.01
H -3.14 0.00 1.49
H -2.29 1.05 2.40
H -2.05 0.67 -1.13
H -2.45 -3.19 0.83
```

- LUMO level: 0.2 eV
- Highest occupied orbital energy: -9.48 eV
- Spin multiplicity: 1
- Energy relative to the best compared isomer or geometry (same formula, charge and spin): 268.31 kJ/mol
- Molar mass: 204.2 g/mol
- Charge: 0

Formula: C7H12N2S2
Source: the OMol25 dataset
Level of theory: ωB97M-V with the def2-TZVPD basis set

The geometry in XYZ format:
```
23
Properties=species:S:1:pos:R:3
C -2.59 -1.46 0.33
C -1.73 -2.00 1.52
C -0.79 -3.14 1.10
C 0.29 -2.66 0.14
S 1.48 -1.73 1.16
S 2.60 -0.71 -0.29
C 1.40 0.60 -0.66
N 0.91 0.85 -1.83
C 0.03 1.94 -1.65
C 0.07 2.35 -0.34
N 0.93 1.52 0.29
H -3.25 -2.27 -0.01
H -2.01 -1.07 -0.51
H -3.17 -0.66 0.66
H -1.15 -1.21 1.92
H -2.37 -2.37 2.35
H -1.38 -4.00 0.66
H -0.26 -3.48 2.00
H 0.84 -3.47 -0.38
H -0.08 -2.01 -0.65
H -0.55 2.43 -2.41
H -0.46 3.17 0.12
H 1.16 1.50 1.26
```

- LUMO level: 0.6 eV
- Highest occupied orbital energy: -8.59 eV
- Spin multiplicity: 1
- Energy relative to the best compared isomer or geometry (same formula, charge and spin): 41.25 kJ/mol
- Molar mass: 188.3 g/mol
- Charge: 0

Formula: C7H12N3
Source: the OMol25 dataset
Level of theory: ωB97M-V with the def2-TZVPD basis set

The geometry in XYZ format:
```
22
Properties=species:S:1:pos:R:3
H -1.98 2.87 -0.68
N -1.48 2.03 -0.38
C -2.00 0.94 -0.22
C -3.36 0.33 -0.26
C -0.68 -0.21 0.30
N -1.07 -1.38 0.55
C -1.86 -2.35 0.43
N 0.46 0.40 0.43
C 1.72 -0.14 0.46
C 2.77 0.58 -0.06
C 4.16 0.16 -0.10
H -4.21 0.94 -0.54
H -3.51 -0.08 0.75
H -3.31 -0.50 -0.93
H -1.99 -2.88 -0.59
H -2.42 -2.97 1.11
H 0.48 1.43 0.04
H 1.91 -0.90 1.13
H 2.63 1.35 -0.81
H 4.70 1.09 -0.10
H 4.65 -0.47 0.54
H 4.40 -0.25 -1.08
```

- LUMO level: -4.4 eV
- Highest occupied orbital energy: -12.33 eV
- Spin multiplicity: 1
- Energy relative to the best compared isomer or geometry (same formula, charge and spin): 456.22 kJ/mol
- Molar mass: 138.2 g/mol
- Charge: +1

Formula: C7H12N3
Source: the OMol25 dataset
Level of theory: ωB97M-V with the def2-TZVPD basis set

The geometry in XYZ format:
```
22
Properties=species:S:1:pos:R:3
C -0.88 -1.83 -1.51
C -0.05 -0.86 -1.80
N 0.77 -0.13 -1.02
C 1.65 0.94 -1.50
C 1.11 -0.63 0.31
C 0.04 -0.02 1.12
N -1.27 -0.14 1.04
C -1.86 0.87 1.82
N -0.77 1.57 2.40
C 0.27 1.08 1.98
H -1.37 -2.34 -2.43
H -0.97 -2.32 -0.53
H -0.11 -0.39 -2.76
H 2.46 0.49 -2.10
H 1.14 1.75 -2.00
H 2.13 1.45 -0.54
H 2.13 -0.27 0.70
H 0.93 -1.80 0.17
H -1.74 -0.81 0.44
H -2.41 1.63 1.20
H -2.49 0.63 2.75
H 1.28 1.12 2.26
```

- LUMO level: -5.3 eV
- Highest occupied orbital energy: -12.39 eV
- Spin multiplicity: 1
- Energy relative to the best compared isomer or geometry (same formula, charge and spin): 408.24 kJ/mol
- Molar mass: 138.2 g/mol
- Charge: +1

Formula: C7H12N3
Source: the OMol25 dataset
Level of theory: ωB97M-V with the def2-TZVPD basis set

The geometry in XYZ format:
```
22
Properties=species:S:1:pos:R:3
C 3.06 0.58 0.41
N 2.02 0.13 -0.56
N 0.90 0.93 -0.60
C -0.36 0.50 -0.23
C -1.40 1.56 0.05
C -2.69 1.24 0.20
C -3.00 -0.15 0.12
C -2.08 -1.13 -0.03
N -0.77 -0.80 -0.11
C 0.15 -1.96 0.03
H 3.89 0.04 0.11
H 3.29 1.65 0.29
H 2.79 0.25 1.46
H 2.49 -0.06 -1.45
H 1.17 2.08 -0.36
H -1.22 2.60 -0.11
H -3.29 2.03 0.35
H -4.07 -0.50 0.25
H -2.15 -2.31 -0.04
H 1.10 -1.67 -0.37
H 0.27 -2.10 1.10
H -0.10 -2.92 -0.51
```

- LUMO level: -3.6 eV
- Highest occupied orbital energy: -12.78 eV
- Spin multiplicity: 1
- Energy relative to the best compared isomer or geometry (same formula, charge and spin): 350.79 kJ/mol
- Molar mass: 138.2 g/mol
- Charge: +1

Formula: C7H12N3O
Source: the OMol25 dataset
Level of theory: ωB97M-V with the def2-TZVPD basis set

The geometry in XYZ format:
```
23
Properties=species:S:1:pos:R:3
C 1.20 2.53 -0.39
O 1.53 1.15 -0.13
C 0.60 0.24 -0.05
C -0.79 0.48 -0.06
N -1.66 -0.52 0.08
C -3.06 -0.33 -0.05
C -1.36 -1.80 0.15
C 0.00 -2.19 0.15
C 1.01 -1.17 0.08
N 2.28 -1.64 0.02
N 3.46 -0.98 0.17
H 0.75 2.92 0.55
H 0.57 2.68 -1.26
H 2.22 3.04 -0.23
H -1.07 1.51 -0.02
H -3.62 -0.77 0.85
H -3.49 0.77 -0.04
H -3.57 -0.80 -1.00
H -2.07 -2.63 0.42
H 0.25 -3.20 0.08
H 2.32 -2.58 0.07
H 3.48 -0.17 0.87
H 3.89 -0.71 -0.71
```

- LUMO level (alpha / beta): -3.6 / -3.6 eV
- Highest occupied orbital energy (alpha / beta): -12.14 / -12.14 eV
- Spin multiplicity: 1
- Energy relative to the best compared isomer or geometry (same formula, charge and spin): 270.29 kJ/mol
- Molar mass: 154.2 g/mol
- Charge: +1

Formula: C7H12N3O
Source: the OMol25 dataset
Level of theory: ωB97M-V with the def2-TZVPD basis set

The geometry in XYZ format:
```
23
Properties=species:S:1:pos:R:3
C 1.07 1.90 0.88
C 1.81 0.64 0.49
C 1.12 -0.40 -0.54
C 2.16 -1.61 -0.75
C -0.13 -1.07 0.01
O -0.22 -2.03 0.72
N -1.54 -0.32 -0.29
C -2.58 -0.81 0.35
C -3.60 0.19 0.16
N -3.07 1.10 -0.59
N -1.89 0.79 -0.90
H 0.56 1.86 1.90
H 1.62 2.82 0.82
H 0.29 1.99 0.14
H 1.95 0.05 1.42
H 2.82 0.76 0.00
H 1.04 -0.08 -1.67
H 2.30 -2.08 0.30
H 1.73 -2.30 -1.54
H 3.01 -1.07 -1.10
H -2.56 -1.74 0.98
H -4.58 0.05 0.69
H -1.33 1.37 -1.49
```

- LUMO level: -4.6 eV
- Highest occupied orbital energy: -15.45 eV
- Spin multiplicity: 1
- Energy relative to the best compared isomer or geometry (same formula, charge and spin): 327.34 kJ/mol
- Molar mass: 154.2 g/mol
- Charge: +1

Formula: C7H12N4
Source: the OMol25 dataset
Level of theory: ωB97M-V with the def2-TZVPD basis set

The geometry in XYZ format:
```
23
Properties=species:S:1:pos:R:3
N -2.54 -1.83 0.10
C -2.12 -0.55 0.09
C -2.90 0.59 0.13
C -1.96 1.63 0.11
N -0.69 1.16 0.01
N -0.77 -0.16 -0.02
N 0.69 -1.10 0.18
C 1.24 -0.73 -1.13
C 2.06 0.63 -0.76
C 2.15 0.78 0.72
C 1.45 -0.42 1.15
H -3.40 -1.95 -0.49
H -1.76 -2.40 -0.20
H -3.94 0.75 0.11
H -2.22 2.63 0.27
H 0.39 -0.61 -1.82
H 1.94 -1.59 -1.49
H 1.52 1.47 -1.24
H 3.01 0.61 -1.34
H 3.17 0.85 1.15
H 1.65 1.71 1.02
H 2.28 -1.16 1.40
H 0.74 -0.32 2.06
```

- LUMO level: 1.0 eV
- Highest occupied orbital energy: -7.72 eV
- Spin multiplicity: 1
- Energy relative to the best compared isomer or geometry (same formula, charge and spin): 277.09 kJ/mol
- Molar mass: 152.2 g/mol
- Charge: 0

Formula: C7H12N4
Source: the OMol25 dataset
Level of theory: ωB97M-V with the def2-TZVPD basis set

The geometry in XYZ format:
```
23
Properties=species:S:1:pos:R:3
C -1.41 2.62 2.31
C -2.70 2.96 1.92
C -1.06 1.69 1.36
C -0.23 -0.48 -0.69
C 1.80 -1.01 -2.31
C 1.08 -2.60 -0.55
C 0.55 -1.47 -1.48
N -3.04 2.27 0.81
N -2.09 1.45 0.48
N 0.18 1.04 1.19
N 0.43 0.00 0.42
H -0.87 2.81 3.13
H -3.43 3.69 2.32
H -1.11 -0.07 -1.18
H 2.34 -1.90 -2.75
H 2.53 -0.68 -1.57
H 1.72 -0.21 -2.96
H 1.84 -2.23 0.09
H 1.62 -3.47 -0.91
H 0.21 -2.93 -0.08
H -0.27 -1.83 -2.18
H 0.65 0.85 2.05
H 1.28 -0.49 0.59
```

- LUMO level (alpha / beta): -0.5 / -0.5 eV
- Highest occupied orbital energy (alpha / beta): -7.10 / -7.10 eV
- Spin multiplicity: 1
- Energy relative to the best compared isomer or geometry (same formula, charge and spin): 406.36 kJ/mol
- Molar mass: 152.2 g/mol
- Charge: 0

Formula: C7H12N4
Source: the OMol25 dataset
Level of theory: ωB97M-V with the def2-TZVPD basis set

The geometry in XYZ format:
```
23
Properties=species:S:1:pos:R:3
C -0.67 -1.93 1.08
N -1.06 -0.75 1.73
C -2.34 -0.75 2.42
C -1.20 0.20 0.62
C -0.70 0.27 -0.63
N -0.75 0.45 -1.80
C -1.81 1.48 0.88
N -2.29 2.50 1.09
H 0.35 -1.89 0.68
H -0.56 -2.70 1.83
H -1.33 -2.18 0.27
H -2.26 -1.37 3.32
H -2.57 0.23 2.67
H -3.29 -1.13 1.87
H 0.06 0.73 -2.26
C 2.44 0.70 -0.41
N 1.87 1.05 -1.45
C 2.60 0.93 -2.77
H 3.47 0.38 -0.30
H 1.93 0.78 0.54
H 1.74 0.82 -3.46
H 2.89 1.97 -3.11
H 3.48 0.18 -2.81
```

- LUMO level: 0.6 eV
- Highest occupied orbital energy: -8.25 eV
- Spin multiplicity: 1
- Energy relative to the best compared isomer or geometry (same formula, charge and spin): 373.41 kJ/mol
- Molar mass: 152.2 g/mol
- Charge: 0

Formula: C7H12N5
Source: the OMol25 dataset
Level of theory: ωB97M-V with the def2-TZVPD basis set

The geometry in XYZ format:
```
24
Properties=species:S:1:pos:R:3
C -1.06 -1.56 -0.37
C -3.24 0.38 0.61
C -0.07 -0.72 0.10
C -2.26 1.44 0.35
C 1.18 -1.33 0.68
C 1.10 1.14 -0.78
C 2.35 0.61 -0.16
N -3.02 -0.72 0.02
N -2.22 -1.21 -0.82
N -0.10 0.59 -0.11
N -1.21 1.19 -0.57
N 2.29 -0.92 -0.12
H -0.72 -2.59 -0.60
H -3.83 0.61 1.40
H -2.70 2.51 0.06
H -1.81 1.59 1.40
H 1.22 -0.86 1.61
H 0.99 -2.46 0.60
H 0.99 2.15 -0.77
H 1.10 0.83 -1.87
H 3.25 0.92 -0.66
H 2.55 0.97 0.95
H 3.14 -1.25 0.12
H 2.07 -1.31 -1.07
```

- LUMO level (alpha / beta): -3.7 / -3.7 eV
- Highest occupied orbital energy (alpha / beta): -11.26 / -11.39 eV
- Spin multiplicity: 1
- Energy relative to the best compared isomer or geometry (same formula, charge and spin): 610.08 kJ/mol
- Molar mass: 166.2 g/mol
- Charge: +1